w) Here is 2 unconnected molecules or ions with the total composition C2H7N2O from the OMol25 dataset. Energies are from the ωB97M-V functional and the def2-TZVPD basis.

```
12
Properties=species:S:1:pos:R:3:mulliken_charge:R:1
C 1.782 -0.547 -0.086 -0.50
C -1.902 0.537 0.074 -0.76
N 1.136 0.645 -0.132 -0.23
N -0.748 -0.198 0.013 0.34
O -0.601 -1.272 0.517 -0.29
H 2.069 -0.756 1.050 0.28
H 1.104 -1.456 -0.266 0.32
H 2.736 -0.699 -0.818 0.36
H -1.958 1.323 0.852 0.37
H -2.661 -0.054 0.435 0.43
H -1.944 1.294 -0.636 0.35
H 0.986 1.183 -1.003 0.32
```

Summary:
**Total charge**: +1
**HOMO**: -15.55 eV
**Gap between HOMO and LUMO**: 8.41 eV



x) Here is 2 unconnected molecules or ions with the total composition C2H7N2O from the OMol25 dataset. Energies are from the ωB97M-V functional and the def2-TZVPD basis.

```
12
Properties=species:S:1:pos:R:3:mulliken_charge:R:1
C -0.157 -0.232 -0.979 0.37
C 1.373 -0.975 -2.856 -0.57
N 0.608 -0.645 -1.759 -0.02
N -1.400 1.394 2.064 -0.58
O -0.870 0.227 -0.181 -0.60
H -1.111 1.004 1.022 0.47
H 2.044 -1.695 -2.475 0.26
H 0.583 -1.432 -3.678 0.27
H 1.938 -0.112 -3.265 0.28
H -0.740 1.716 2.753 0.36
H -2.079 0.917 2.559 0.35
H -1.812 2.392 1.984 0.41
```

Summary:
**Total charge**: +1
**HOMO**: -14.48 eV
**Gap between HOMO and LUMO**: 10.88 eV



y) Here is a molecular structure, C2H7N2O from the OMol25 dataset. Energies are from the ωB97M-V functional and the def2-TZVPD basis.

```
12
Properties=species:S:1:pos:R:3:mulliken_charge:R:1
C -1.838 -0.595 -0.754 -0.27
C 1.428 0.879 1.481 -0.06
N -1.015 -1.044 -1.563 0.22
N 1.465 0.021 0.526 -0.27
O 0.175 -0.582 -1.662 -0.56
H -1.675 0.294 -0.251 0.30
H -2.881 -1.086 -0.630 0.25
H 2.207 0.999 2.222 0.25
H 0.761 1.718 1.512 0.25
H 2.316 -0.574 0.616 0.25
H -1.103 -1.948 -2.042 0.29
H 0.585 -0.130 -0.454 0.35
```

Summary:
**Total charge**: +1
**HOMO**: -14.84 eV
**Gap between HOMO and LUMO**: 10.64 eV



Which of them is least stable? Easy: w).



w) Here is a gas-phase ion, C2H3O3 (charge -1) from the OMol25 dataset. Energies are from the ωB97M-V functional and the def2-TZVPD basis.

```
8
Properties=species:S:1:pos:R:3:mulliken_charge:R:1
C -1.266 -0.198 0.078 0.58
C 1.027 0.167 -0.098 -0.55
O -2.482 0.590 -0.035 -0.80
O -1.067 -1.369 0.339 -0.62
O -0.219 0.719 -0.202 -0.25
H 1.231 -0.090 1.092 0.15
H 1.693 0.928 -0.638 0.18
H 1.083 -0.748 -0.536 0.30
```

Summary:
**Total charge**: -1
**HOMO**: -3.54 eV
**Gap between HOMO and LUMO**: 7.77 eV



x) Here is 2 unconnected molecules or ions with the total composition C2H3O3 from the OMol25 dataset. Energies are from the ωB97M-V functional and the def2-TZVPD basis.

```
8
Properties=species:S:1:pos:R:3:mulliken_charge:R:1
C -2.445 0.239 -0.190 0.45
C -0.099 0.059 0.275 -0.51
O -4.208 -0.567 0.180 -0.84
O -2.272 1.307 -0.657 -0.49
O -1.428 -0.550 0.234 -0.26
H 0.704 -0.501 -0.428 0.18
H 0.229 -0.055 1.338 0.20
H -0.096 1.214 0.090 0.25
```

Summary:
**Total charge**: -1
**HOMO**: -3.01 eV
**Gap between HOMO and LUMO**: 6.89 eV



Which of them is least stable? Easy: x).



w) Here is C8H6N2O in the gas phase from the OMol25 dataset. Energies are from the ωB97M-V functional and the def2-TZVPD basis.

```
17
Properties=species:S:1:pos:R:3:mulliken_charge:R:1
C -0.957 -0.675 2.275 -0.30
C -0.535 0.506 2.828 -0.21
C 0.110 1.511 1.966 0.01
C -0.037 0.093 0.182 0.51
C -0.728 -0.906 0.923 -0.66
C 0.194 -0.121 -1.190 0.17
C 0.344 -0.812 -3.150 -0.39
C 1.098 0.228 -3.124 -0.11
H -1.286 -1.489 2.969 0.33
H -0.620 0.653 4.077 0.17
H 0.462 2.521 2.518 0.25
H -1.190 -1.664 0.593 0.61
H 0.209 -1.502 -3.984 0.37
H 1.716 0.794 -3.829 0.39
N 0.381 1.240 0.783 -0.35
N -0.189 -1.128 -1.938 -0.49
O 1.030 0.753 -1.897 -0.30
```

Summary:
**Total charge**: 0
**HOMO**: -8.60 eV
**Gap between HOMO and LUMO**: 8.62 eV



x) Here is 2 unconnected molecules or ions with the total composition C8H6N2O from the OMol25 dataset. Energies are from the ωB97M-V functional and the def2-TZVPD basis.

```
17
Properties=species:S:1:pos:R:3:mulliken_charge:R:1
C -1.727 1.708 0.355 -0.06
C -1.580 0.544 1.049 -0.94
C -0.238 -0.018 0.572 0.77
C 0.600 -1.088 0.889 -0.29
C 1.837 -1.210 0.320 -0.48
C 2.304 -0.254 -0.618 -0.39
C 1.421 0.723 -1.080 -0.73
C 0.192 0.844 -0.392 0.22
H -2.364 2.611 0.470 0.40
H -2.278 0.075 1.717 0.46
H 0.276 -1.749 1.701 0.35
H 2.530 -2.001 0.578 0.36
H 3.264 -0.339 -1.139 0.34
H 1.627 1.416 -1.880 0.40
N -2.660 -1.915 -0.595 -0.05
N -2.517 -1.231 -1.401 0.06
O -0.687 1.884 -0.545 -0.42
```

Summary:
**Total charge**: 0
**HOMO**: -8.74 eV
**Gap between HOMO and LUMO**: 9.78 eV



Which of them is least stable? Easy: w).



w) Here is C8H6N2O in the gas phase from the OMol25 dataset. Energies are from the ωB97M-V functional and the def2-TZVPD basis.

```
17
Properties=species:S:1:pos:R:3:mulliken_charge:R:1
C 2.855 0.914 0.064 0.10
C 2.478 -1.534 0.024 0.08
C -1.359 -0.612 0.133 0.60
C -1.513 1.039 0.242 -0.58
C -0.105 1.339 -0.210 -0.48
C -2.230 -1.594 0.014 -1.03
C 0.632 0.094 -0.030 0.62
C 1.957 -0.149 -0.175 0.24
N 3.246 2.016 0.170 -0.53
N 2.904 -2.576 0.143 -0.46
O -0.114 -0.939 -0.001 -0.40
H -2.327 1.088 -0.494 0.27
H -1.849 1.398 1.195 0.33
H 0.025 1.475 -1.306 0.25
H 0.509 2.247 0.232 0.41
H -1.800 -2.592 0.050 0.26
H -3.309 -1.611 -0.052 0.31
```

Summary:
**Total charge**: 0
**HOMO**: -9.29 eV
**Gap between HOMO and LUMO**: 9.24 eV



x) Here is C8H6N2O in the gas phase from the OMol25 dataset. Energies are from the ωB97M-V functional and the def2-TZVPD basis.

```
17
Properties=species:S:1:pos:R:3:mulliken_charge:R:1
C 2.369 1.065 0.013 -0.23
C 3.040 -0.213 0.001 -0.42
C 2.227 -1.330 -0.049 -0.02
C 0.237 -0.083 -0.096 0.50
C 0.973 1.099 -0.043 -0.13
C -1.181 -0.139 -0.220 0.28
C -3.304 -0.117 -0.605 -0.37
C -3.226 -0.204 0.664 -0.16
H 2.840 2.224 -0.002 0.22
H 4.140 -0.243 0.121 0.34
H 2.780 -2.427 0.077 0.23
H 0.216 2.063 0.123 0.21
H -4.268 0.128 -1.125 0.30
H -3.842 -0.240 1.428 0.52
N 0.883 -1.339 -0.120 -0.45
N -2.002 -0.096 -1.174 -0.51
O -1.883 -0.149 1.007 -0.31
```

Summary:
**Total charge**: 0
**HOMO**: -9.81 eV
**Gap between HOMO and LUMO**: 10.16 eV



y) Here is C8H6N2O in the gas phase from the OMol25 dataset. Energies are from the ωB97M-V functional and the def2-TZVPD basis.

```
17
Properties=species:S:1:pos:R:3:mulliken_charge:R:1
C 2.227 1.067 0.240 -0.32
C 2.981 -0.100 -0.033 -0.36
C 2.279 -1.233 -0.346 -0.07
C 0.274 -0.113 0.026 0.62
C 0.849 1.019 0.274 -0.87
C -1.202 -0.150 0.050 0.50
C -3.234 -0.669 0.277 -0.12
C -3.213 0.468 -0.441 -0.31
H 2.739 1.922 0.636 0.38
H 4.080 0.042 0.021 0.31
H 2.916 -2.292 -0.727 0.23
H 0.447 1.853 0.397 0.60
H -4.149 -1.225 0.705 0.32
H -4.019 1.079 -0.728 0.41
N 0.891 -1.328 -0.348 -0.46
N -1.989 -1.138 0.579 -0.56
O -1.878 0.799 -0.582 -0.30
```

Summary:
**Total charge**: 0
**HOMO**: -8.99 eV
**Gap between HOMO and LUMO**: 9.24 eV



Which of them is least stable? Easy: w).